[1]
Density functional theory data (ωB97M-V/def2-TZVPD) for C25H50NO3PSSiSn as an isolated structure at a distorted geometry.

The value obtained for the largest force on an atom is 3.71 eV/A. As for the net charge: +2. As for the HOMO energy: -14.600 eV.

Geometry (Å):
Sn: -0.10461 -0.10327 -1.21059
S: -0.86818 -1.74436 0.49384
P: 1.27208 2.42863 -2.80421
Si: -0.34414 -0.46186 2.06122
O: 1.19086 0.11390 1.83111
O: -0.40703 -1.23712 3.51437
O: -1.33539 0.85409 2.19036
N: 1.04756 -1.86820 -2.69920
C: 1.40915 -2.82898 3.06276
C: 0.60964 -2.28774 5.38419
C: -3.31412 -0.08727 3.29414
C: -3.07523 2.35475 2.81088
C: 2.23941 2.25030 -4.28971
C: 1.79776 3.76481 -1.74781
C: -1.93536 1.48469 -4.95834
C: -0.47871 2.60765 -3.25297
C: 1.88588 1.24768 2.45690
C: -1.59987 -1.02638 -3.76238
C: -0.84440 -3.59693 3.82588
C: -3.41278 0.75287 0.92756
C: 2.15969 0.95172 3.92567
C: -2.79055 0.94623 2.30554
C: -1.16199 1.35856 -3.79839
C: 3.20323 1.37123 1.69998
C: -1.43315 -2.39253 -3.13359
C: 1.07535 2.52885 2.30110
C: -2.32721 -0.89603 -4.95758
C: -2.50851 0.35715 -5.54617
C: 2.15922 -2.44793 -1.91572
C: 0.20312 -2.49469 3.92870
C: 0.00228 -2.91037 -2.92139
C: 1.59187 -1.40327 -3.99338
C: -1.06720 0.11288 -3.16790
H: -1.16264 -3.75470 2.78759
H: 2.02867 -2.26383 -4.53289
H: 0.00909 -3.58424 -2.05298
H: 0.81190 -0.95378 -4.61922
H: 2.60085 -3.29665 -2.46832
H: 2.72413 1.79508 4.35244
H: 3.79691 2.20302 2.10280
H: 1.06138 3.93208 -0.95092
H: 1.70079 3.38563 2.59935
H: -0.42711 1.50214 -0.55584
H: 2.31991 3.23332 -4.76838
H: -1.01685 3.01913 -2.38481
H: 0.76160 2.67746 1.26002
H: -4.15735 2.50780 2.91091
H: -1.93713 -2.42589 -2.15325
H: -4.49759 0.91051 1.01117
H: -3.23155 -0.26041 0.54783
H: -2.05166 2.47970 -5.38925
H: 3.24196 1.87557 -4.03962
H: 1.53082 1.20314 -2.07051
H: 1.06132 -3.20084 5.79329
H: -3.18544 -1.11044 2.92092
H: -4.39185 0.07253 3.45318
H: -1.72648 -3.35697 4.43172
H: 1.34162 -1.47547 5.47412
H: 2.93672 -1.69145 -1.75396
H: 3.02175 1.55955 0.63405
H: 2.38731 -0.66580 -3.81629
H: -1.92652 -3.13981 -3.77049
H: -3.00375 1.47766 0.21312
H: 1.23186 0.83408 4.50077
H: 0.31471 -3.50255 -3.79994
H: 0.18839 2.52429 2.94399
H: 1.79438 -2.79941 -0.94048
H: -2.69101 3.10949 2.11429
H: -2.73839 -1.79699 -5.41245
H: -0.46937 3.39594 -4.02774
H: -0.42007 -4.53619 4.20914
H: 1.88121 -3.74621 3.44552
H: 1.73811 1.54413 -4.96616
H: 2.76723 0.04395 4.04172
H: 2.15068 -2.02224 3.08892
H: -0.26238 -2.04168 6.00175
H: -2.81074 0.01340 4.26358
H: 1.90758 4.68555 -2.33390
H: 3.78523 0.44642 1.79547
H: 2.76859 3.52076 -1.29445
H: 1.11127 -3.00282 2.02032
H: -2.61965 2.51806 3.79479
H: -3.08710 0.45894 -6.46580

---

[2]
Density functional theory data (ωB97M-V/def2-TZVPD) for a 2-piece molecular cluster, C25H51BBr4F3IN3O3P2S overall at a distorted geometry.

The value obtained for the largest force on an atom is 2.70 eV/A. As for the net charge: +1. As for the HOMO energy: -9.776 eV.

Geometry (Å):
I: -6.29733 0.98828 0.44620
Br: -0.95596 -4.57783 -1.06303
Br: -2.98988 -4.71960 1.57676
Br: -4.66459 -0.85799 -2.79460
Br: -1.74200 -2.68084 -3.95485
S: 0.84429 3.78644 1.41816
P: -1.29049 0.96640 3.72427
P: -2.74770 1.02860 -1.22645
F: 0.12280 -2.47873 0.16356
F: 0.23950 -4.33101 1.35736
F: -1.43892 -2.81051 2.61143
O: 2.16550 2.22902 3.50977
O: 4.37130 -3.67281 -1.43894
O: -2.64171 2.44783 -2.06787
N: -0.39066 1.99799 -0.26586
N: -1.66556 -0.02240 -2.04125
N: 2.88624 -0.04619 3.09244
C: -1.72339 1.47867 0.27774
C: 0.78878 2.10995 0.67459
C: -2.65045 -0.70718 1.29361
C: -0.55302 -3.58139 0.56976
C: -1.36569 -0.30815 5.03858
C: -1.41681 0.16366 0.98842
C: 4.52198 -1.31026 -1.10278
C: -3.61742 -3.12517 -4.20165
C: 2.09108 2.96346 -1.43173
C: 3.27927 2.57632 -2.33118
C: 2.04171 1.99916 -0.23655
C: 0.87712 0.94388 1.67120
C: -0.46135 0.32429 2.19942
C: -3.80056 2.36809 1.62783
C: -4.94942 2.65526 0.64570
C: 3.06758 1.26172 -3.09251
C: -1.81564 -3.14567 1.34895
C: 4.18340 -2.65053 -0.49171
C: -2.38950 2.59245 1.07409
C: 4.28346 0.29294 -3.05273
C: 3.96516 -1.11185 -2.50860
C: -4.42868 -1.88099 -4.43973
C: -0.69983 2.54693 4.43074
C: -2.61652 -2.07032 0.60434
C: 4.12997 -4.94264 -0.87789
B: 2.01037 1.09406 2.79143
H: -3.92759 -3.66716 -3.31387
H: 5.60461 -1.21286 -1.12210
H: -1.18159 0.19664 5.98524
H: 0.21883 2.43338 4.99873
H: 2.83582 1.44742 -4.13741
H: -3.66159 -3.78517 -5.06455
H: -0.81648 -0.41015 0.27992
H: -0.19173 -0.70744 2.41807
H: -5.57815 3.45648 1.00664
H: 5.04216 0.72739 -2.40591
H: 2.90681 -1.36347 -2.56948
H: 4.86416 -2.82448 0.35140
H: 4.68445 0.20290 -4.05576
H: -0.61951 3.35488 3.71726
H: -0.58223 2.89538 -0.71099
H: 0.52355 4.50238 0.32966
H: -2.73857 -0.82677 2.36838
H: -4.59312 2.90946 -0.34345
H: -2.35441 -0.74136 5.09505
H: -5.43071 -2.13319 -4.77819
H: 2.92232 2.22634 0.35674
H: 3.17122 -2.69022 -0.07454
H: 3.73253 -0.06594 2.53493
H: 2.40220 -0.92655 2.96379
H: -0.10858 1.36157 -1.01817
H: -2.23796 -0.65097 -2.60171
H: 4.70335 -5.09226 0.03956
H: 2.21113 0.71509 -2.69478
H: -3.64440 -2.40307 0.55007
H: -0.59124 -1.06358 4.93380
H: -2.45159 3.46507 0.41463
H: -1.76940 2.91661 1.89915
H: -3.57756 -0.24446 0.97619
H: 3.05847 2.33153 3.85189
H: 3.06938 -5.05078 -0.64989
H: 4.42198 -5.70698 -1.58751
H: 4.47567 -1.83032 -3.14433
H: 4.19282 2.53235 -1.74171
H: -1.08871 0.49884 -2.70151
H: -3.91449 3.11425 2.41129
H: 1.26760 0.13743 1.04813
H: -2.25392 -1.99041 -0.41637
H: 2.09370 0.98608 -0.63295
H: 1.20945 2.88748 -2.06983
H: -3.96242 -1.21145 -5.15410
H: 2.26486 3.97473 -1.08011
H: 3.42509 3.37386 -3.05560
H: -1.45947 2.83380 5.15418
H: -3.32214 2.43800 -2.74690
H: 4.12721 -0.52208 -0.45512
H: -3.92817 1.41843 2.12561

---

[3]
Density functional theory data (ωB97M-V/def2-TZVPD) for C25H51BrF5KN4O5SSi as an isolated structure.

The value obtained for the largest force on an atom is 0.63 eV/A. As for the net charge: -2. As for the HOMO energy: -2.910 eV.

Geometry (Å):
Br: -1.87967 3.27258 -2.64689
K: -2.22357 0.85212 -0.81686
S: 0.70176 -0.74121 1.96327
Si: 2.14808 0.39402 1.09616
F: -5.25633 -3.04001 -5.60769
F: -4.02759 -5.47235 -5.39957
F: -3.00566 -6.22726 -2.95961
F: -5.48163 -1.40949 -3.49171
F: -3.20532 -4.61922 -0.82708
O: -4.42750 -2.16896 -1.01503
O: -4.85640 0.51706 -0.73579
O: 1.79089 0.74805 -0.48749
O: 3.68669 -0.25870 1.10395
O: 2.41790 1.89350 1.77510
N: -1.56545 -0.39032 -3.42672
N: -1.09262 2.54389 1.37348
N: -1.15723 -1.66489 -0.87937
N: -3.00008 -0.73303 1.42252
C: -0.95717 -1.71572 -3.33573
C: 3.29971 -2.31921 -0.09835
C: 2.34722 1.64886 -1.44482
C: 5.57740 -1.54213 0.57976
C: -4.12458 -4.65709 -4.32230
C: -3.55767 1.27129 2.69683
C: -0.25748 -1.92479 -1.99802
C: -5.22429 1.24550 -1.89655
C: 3.00937 2.29381 2.99445
C: 2.54400 1.41175 4.14612
C: -4.85952 -2.59440 -3.32080
C: -2.18258 1.54996 3.31489
C: -1.51817 2.79856 2.74770
C: 4.10854 -1.60694 0.98041
C: 3.85685 1.45797 -1.53028
C: 2.55665 3.73198 3.21646
C: -4.35574 -2.92516 -2.03917
C: 1.69001 1.28290 -2.76654
C: -3.85259 -0.20699 2.48503
C: 2.01373 3.09469 -1.09205
C: -3.61878 -5.03132 -3.09150
C: -4.74543 -3.42412 -4.41814
C: -3.73402 -4.19810 -1.99747
C: 4.52714 2.24082 2.85526
C: 3.95301 -2.30548 2.32401
H: 4.85385 1.23363 2.59270
H: 1.90241 0.23572 -3.00450
H: -3.75249 -0.75093 3.43780
H: 1.47337 3.77079 3.33501
H: -2.03960 -0.86135 1.72881
H: 4.26762 2.13596 -2.28423
H: 6.13232 -0.94549 1.30694
H: 4.55943 -1.79674 3.07853
H: 0.60976 1.43404 -2.73324
H: 3.33791 -1.74921 -1.02860
H: -0.32245 1.87710 1.37596
H: -0.77340 3.38441 0.90874
H: 2.93531 1.80372 5.09053
H: 3.71481 -3.31460 -0.28254
H: 4.28706 -3.34559 2.25502
H: 4.33661 1.66177 -0.57092
H: 6.01378 -2.54430 0.53904
H: -0.23381 -1.92863 -4.13607
H: 2.90780 -2.27860 2.63567
H: 1.45418 1.38419 4.18624
H: 0.58234 -1.22646 -1.90110
H: 2.08288 1.90489 -3.57593
H: -2.24457 3.61923 2.72694
H: -4.55900 1.04279 -2.74062
H: -1.91536 -2.33670 -0.84088
H: -0.88066 0.35803 -3.47381
H: 0.94173 3.19501 -0.91637
H: 5.68276 -1.07412 -0.40118
H: 3.02569 4.15903 4.10821
H: -1.75968 -2.45365 -3.43620
H: -0.69628 3.11498 3.40294
H: -3.61380 1.75086 1.71657
H: 2.82652 4.33840 2.35005
H: -4.34104 1.72383 3.31566
H: -4.88623 -0.32320 2.15374
H: 2.28474 3.73961 -1.93214
H: -5.13713 2.30751 -1.66787
H: 0.17468 -2.93631 -2.00331
H: -6.25348 1.02456 -2.20166
H: 4.09279 0.43209 -1.82204
H: 4.85356 2.92199 2.06551
H: -0.63727 -1.68719 -0.00453
H: -2.26185 1.63402 4.40421
H: 2.88593 0.38141 4.02326
H: -3.34479 -1.61195 1.05542
H: -1.49493 0.71645 3.12922
H: 2.25431 -2.41571 0.20256
H: -2.15244 -0.29768 -4.24530
H: 5.00200 2.54164 3.79438
H: 2.54404 3.42385 -0.19922
H: -4.78179 -0.44555 -0.94727

---

[4]
Density functional theory data (ωB97M-V/def2-TZVPD) for a 3-piece molecular cluster, C25H51IN6O11P overall at a distorted geometry.

The value obtained for the largest force on an atom is 1.50 eV/A. As for the net charge: +1. As for the HOMO energy: -10.967 eV.

Geometry (Å):
I: 0.29191 -5.13980 -2.21875
P: 1.42998 0.31995 -0.50213
O: -3.47053 -3.97271 0.12660
O: 0.83548 0.52119 0.98805
O: 6.48210 1.75979 0.65192
O: 9.04315 0.46247 -0.48167
O: -3.74255 2.09681 1.87773
O: 6.52224 -1.20604 -1.01036
O: 1.58677 -2.76844 -4.61788
O: -1.41050 3.92732 2.68469
O: -4.15363 5.04268 3.49066
O: 2.53298 -2.99171 -2.71419
O: -2.95678 -5.61335 1.54410
N: -3.29251 -1.20096 -4.05600
N: 1.90307 -2.15298 -3.69036
N: 0.25705 -0.98410 -1.03414
N: -5.37485 -0.89782 -3.07335
N: -3.82310 0.86890 -3.01452
N: 0.83971 1.67827 -1.32906
C: 7.54739 2.37430 -0.06104
C: -3.06980 5.73761 2.90148
C: -3.93694 1.47437 0.63482
C: 8.47747 -0.59741 0.27155
C: -4.56312 5.61086 4.71748
C: -3.31801 -4.49584 1.36125
C: -4.77732 -2.57326 2.10709
C: -3.00092 -4.80999 -0.93466
C: 8.16675 1.41848 -1.05573
C: -0.28949 -3.17239 -1.74589
C: 7.79413 -1.65591 -0.56359
C: -3.96024 -0.57650 -2.91790
C: -1.04745 -0.65466 -1.06278
C: -2.27871 4.82306 1.99613
C: 6.12071 -1.80444 -2.22008
C: 2.15991 -2.52492 -1.40371
C: -1.66081 -2.85935 -1.77610
C: -3.45096 -1.04036 -1.49824
C: -2.51490 1.74334 2.48818
C: -3.66063 -3.53908 2.48106
C: -2.00421 2.84443 3.38731
C: 0.67927 -2.21714 -1.39581
C: 6.27420 2.34548 1.91776
C: -2.71887 -3.86869 -2.10751
C: -2.03648 -1.53912 -1.45333
H: -1.61550 5.44943 1.39557
H: 1.60860 2.06253 -1.86730
H: 5.94613 3.38755 1.82506
H: -1.19528 2.42295 3.98929
H: 5.49712 1.77339 2.42279
H: -4.93165 -1.86791 2.92045
H: -4.96423 6.61930 4.57215
H: -2.40658 6.14184 3.67508
H: 6.85673 -1.63083 -3.01244
H: -3.46968 6.56905 2.30588
H: -4.02374 0.38478 0.74785
H: 8.43202 -1.91030 -1.41703
H: -2.12790 -5.38079 -0.65701
H: -2.30299 -1.00532 -4.09809
H: 7.81239 -0.22196 1.05165
H: 7.18424 2.30499 2.52563
H: -5.50100 -1.88766 -2.89931
H: -3.64337 -3.33418 -2.27496
H: -4.13010 -1.73076 -1.01533
H: -2.93554 4.28823 1.30782
H: -4.55355 -1.98632 1.22220
H: -5.90872 -0.39660 -2.37139
H: 5.18100 -1.33958 -2.51963
H: 7.14394 3.24107 -0.60195
H: -2.77857 3.18607 4.07487
H: -4.39134 1.11974 -3.81963
H: -3.47389 -0.14221 -0.88803
H: 7.64661 -2.55470 0.04981
H: -5.72359 -3.08309 1.95816
H: -2.87122 1.05844 -3.31497
H: -3.98649 -4.18337 3.28617
H: 0.92440 1.43771 1.28170
H: -2.73907 -3.01979 2.72898
H: -1.31726 0.34957 -0.77489
H: 9.32615 -1.07373 0.76644
H: -5.34527 4.97640 5.12857
H: 2.41658 -3.26089 -0.65084
H: -2.68068 0.83547 3.08465
H: -1.75148 1.53518 1.72506
H: -3.80554 -5.46987 -1.24375
H: -2.43292 -4.41985 -2.99822
H: -4.86019 1.86001 0.20807
H: -3.11430 1.70831 -0.05704
H: 5.96136 -2.88162 -2.08928
H: 2.76347 -1.64737 -1.20784
H: -3.73190 5.64801 5.43054
H: -3.48070 -2.18576 -4.16258
H: 7.40229 0.94013 -1.67148
H: 0.53966 2.39486 -0.67218
H: 8.79899 2.00890 -1.72195
H: 8.32156 2.71822 0.63365

---

[5]
Density functional theory data (ωB97M-V/def2-TZVPD) for a 7-piece molecular cluster, C25H51N2O20PS8 overall at a distorted geometry.

The value obtained for the largest force on an atom is 8.55 eV/A. As for the net charge: -2. As for the HOMO energy: -2.723 eV.

Geometry (Å):
S: -6.56968 5.75520 3.68126
S: 0.73662 4.05471 -0.71948
S: 2.87887 -2.85504 -0.16914
S: 5.59166 -3.61106 -0.87621
S: 1.29831 -9.64447 2.01823
S: -8.59745 4.36974 -0.89081
S: -4.28714 1.40222 -2.60530
S: 10.22471 -3.42387 -0.58004
P: 6.50257 -1.64892 -0.86270
O: 6.36031 -4.43887 -1.97759
O: 5.86938 -4.34817 0.46456
O: 1.72180 3.16777 -1.30163
O: -9.16505 3.36162 -0.01790
O: 1.46811 -9.85106 3.44264
O: -3.85943 0.76921 -1.37546
O: 1.27759 -2.51758 -2.40505
O: 2.18870 -3.87401 0.81682
O: -4.69559 2.79165 -2.66110
O: 5.38820 -0.35863 -1.25447
O: 0.57658 -0.99677 -0.63871
O: 7.80772 -1.62971 -2.01011
O: 0.54118 -10.55731 1.18779
O: -9.01460 4.52557 -2.26843
O: -5.47243 5.92746 2.75023
O: -7.81331 6.48598 3.55684
O: 3.57101 -1.78803 0.71095
O: 9.18378 -2.62169 -1.19111
O: 0.97359 5.47481 -0.55326
O: 9.93905 -4.65099 0.13319
N: 3.90976 -3.63237 -1.34386
N: 7.06846 -1.45065 0.65469
C: -6.94552 4.01513 3.83145
C: 12.64664 -2.78838 0.16776
C: -5.55060 0.38744 -3.35733
C: 1.46824 -2.04998 -1.15215
C: 1.85052 -7.22249 1.07931
C: 12.72082 -2.94561 -1.35025
C: -8.68740 5.96223 -0.08611
C: -6.33295 5.66614 -0.74876
C: 0.69933 -7.98586 1.73207
C: -3.04182 1.11992 -3.84831
C: -5.95354 5.96765 5.33983
C: -4.95801 -0.13293 -4.66581
C: -3.44204 -0.20141 -4.48758
C: 2.70362 -8.23882 0.32174
C: 0.19782 3.36252 0.83686
C: 11.21334 -2.37744 0.47030
C: 2.90161 -9.40548 1.27801
C: -6.59914 4.83765 6.12790
C: 11.49935 -3.75211 -1.78803
C: -0.80665 3.82755 -1.58106
C: -1.27566 3.00134 0.65660
C: -6.82144 4.22891 -0.85120
C: -1.49649 2.70163 -0.82529
C: -7.25095 6.34421 0.26716
C: -6.50334 3.60200 5.23426
H: 13.36307 -2.04769 0.53483
H: -2.92783 -0.35905 -5.44013
H: -2.56021 2.64351 -1.07377
H: -0.16705 -8.04828 1.06787
H: 11.14935 -3.44698 -2.77743
H: -7.01023 5.98289 1.27435
H: 0.40702 -7.53591 2.68424
H: -6.10139 4.68290 7.08963
H: -6.44469 0.99108 -3.53264
H: 12.69709 -1.95531 -1.82107
H: 11.03074 -1.33963 0.17593
H: -7.11598 2.77879 5.61491
H: 4.98807 -0.46620 -2.17090
H: 6.64318 -0.59542 1.08099
H: 3.22272 -10.32094 0.77818
H: -6.42548 6.16458 -1.72109
H: 2.16934 -8.57464 -0.57504
H: 10.93504 -2.52660 1.51495
H: -5.19842 0.56024 -5.48108
H: -9.31372 5.88350 0.80610
H: -2.05308 1.09204 -3.38722
H: -3.09806 1.93982 -4.57056
H: -6.21907 6.95816 5.71316
H: 13.64913 -3.43471 -1.66156
H: -8.02340 3.88846 3.69803
H: -1.03542 1.74006 -1.08071
H: 0.80488 2.47648 1.04200
H: -6.46699 3.71756 -1.74779
H: -4.86566 5.85524 5.30960
H: -1.37394 4.75980 -1.50278
H: 0.33679 4.10109 1.63041
H: 1.47694 -6.43460 0.41782
H: -7.12034 7.43088 0.26853
H: 12.87244 -3.74688 0.65019
H: -0.61798 3.58897 -2.62914
H: -9.12903 6.67311 -0.78987
H: -6.40685 3.45926 3.05985
H: -3.18532 -1.03392 -3.82164
H: 11.70508 -4.82602 -1.78037
H: -1.55377 2.15115 1.28726
H: -7.65240 5.07083 6.32468
H: -1.90271 3.85051 0.95433
H: 3.65973 -7.81138 0.00587
H: -5.78218 -0.43053 -2.66962
H: -6.55100 3.65651 0.04113
H: -5.37893 -1.10820 -4.92957
H: -5.46416 3.25241 5.20550
H: -5.28374 5.71315 -0.44286
H: 2.45944 -6.74031 1.85368
H: 3.60332 -9.14568 2.07623
H: 7.41660 -1.24470 -2.86966

---

Q: Number 5 is which compound?
A: C25H51N2O20PS8

---

Q: Which value of net charge does entry 5 give?
A: -2